{"formula": "C26H54BrIO21P", "method": "wB97M-V/def2-TZVPD", "charge": -1, "gap_ev": 5.75, "lumo_ev": 1.89, "multiplicity": 1, "elements": ["C", "C", "I", "C", "C", "O", "O", "P", "O", "C", "C", "C", "C", "Br", "H", "H", "H", "H", "H", "H", "H", "H", "H", "H", "H", "H", "H", "H", "H", "H", "H", "H", "C", "O", "C", "O", "O", "C", "H", "H", "H", "H", "H", "H", "C", "O", "C", "O", "O", "C", "H", "H", "H", "H", "H", "H", "C", "O", "C", "O", "O", "C", "H", "H", "H", "H", "H", "H", "C", "O", "C", "O", "O", "C", "H", "H", "H", "H", "H", "H", "C", "O", "C", "O", "O", "C", "H", "H", "H", "H", "H", "H", "C", "O", "C", "O", "O", "C", "H", "H", "H", "H", "H", "H"], "xyz": [[-1.4979, 3.0010, 2.6491], [-2.0442, 2.2113, 1.3205], [-3.4717, 0.6395, 1.9344], [-0.8830, 1.6982, 0.2855], [0.2518, 0.7112, 0.9345], [1.0742, 1.1585, 2.0678], [-0.2410, -0.6117, 1.4446], [0.9178, -1.9035, 1.2870], [1.9948, -1.1009, 0.1761], [1.4155, 0.2157, -0.1595], [2.5557, 1.2959, -0.6311], [3.8289, 1.4368, 0.4302], [5.1757, 2.1061, -0.2517], [6.8685, 1.0853, 0.2536], [-0.7468, 3.8574, 2.3546], [-0.9743, 2.2937, 3.4515], [-2.3870, 3.5349, 3.2242], [-2.7010, 3.0021, 0.7140], [-1.4324, 1.0820, -0.5753], [-0.3800, 2.6626, -0.1827], [1.2825, 2.1424, 2.0247], [1.7903, -3.0382, 1.5179], [0.2221, -2.6073, 0.2315], [-0.0246, -2.6215, 2.1565], [1.4938, -1.4070, 2.5130], [0.8030, 0.0059, -1.1618], [2.1170, 2.3483, -0.9362], [3.0316, 0.8555, -1.6340], [3.4602, 2.2284, 1.2445], [4.0751, 0.4272, 0.9730], [5.3340, 3.1804, 0.2272], [5.0801, 2.2060, -1.4186], [-0.0647, -2.2681, -3.1624], [-1.1729, -1.5940, -3.7554], [-0.8964, -1.0067, -4.9471], [0.1830, -1.0158, -5.5177], [-2.0291, -0.4076, -5.3937], [-1.8865, 0.2561, -6.6481], [-0.3994, -2.6997, -2.2150], [0.2826, -3.0815, -3.8077], [0.7476, -1.5649, -2.9524], [-1.6119, -0.4564, -7.4327], [-1.1469, 1.0602, -6.5775], [-2.8520, 0.6987, -6.9080], [-4.5881, -2.1262, -1.6695], [-5.7795, -2.8791, -1.4506], [-5.6452, -3.8880, -0.5531], [-4.6245, -4.1804, 0.0499], [-6.8435, -4.5152, -0.4426], [-6.8520, -5.6070, 0.4750], [-4.8108, -1.3473, -2.4041], [-4.2614, -1.6426, -0.7433], [-3.7966, -2.7650, -2.0745], [-6.6157, -5.2626, 1.4870], [-6.1509, -6.3849, 0.1559], [-7.8587, -6.0337, 0.4833], [-8.6649, -0.5506, 6.3299], [-7.3801, -0.5489, 5.7106], [-7.2655, -1.4004, 4.6603], [-8.1441, -2.1316, 4.2307], [-6.0042, -1.2974, 4.1707], [-5.7374, -2.1430, 3.0536], [-8.6428, 0.1655, 7.1560], [-9.4359, -0.2337, 5.6202], [-8.8955, -1.5399, 6.7381], [-6.3914, -1.8898, 2.2130], [-5.8510, -3.1960, 3.3307], [-4.7013, -1.9784, 2.7450], [-14.0195, -6.9909, -0.7269], [-12.6166, -6.9160, -0.9732], [-12.0353, -5.7668, -0.5456], [-12.6035, -4.8387, 0.0083], [-10.7124, -5.8293, -0.8409], [-9.9678, -4.6789, -0.4454], [-14.3790, -7.9502, -1.1093], [-14.2255, -6.9494, 0.3475], [-14.5475, -6.1902, -1.2549], [-10.0120, -4.5450, 0.6402], [-10.3339, -3.7858, -0.9621], [-8.9241, -4.8374, -0.7303], [8.7975, 3.2292, 0.9894], [10.1067, 3.7724, 1.1492], [10.1329, 5.0146, 1.6948], [9.1602, 5.6664, 2.0410], [11.4289, 5.4057, 1.7884], [11.6109, 6.7043, 2.3494], [8.8962, 2.2349, 0.5453], [8.3017, 3.1253, 1.9599], [8.2016, 3.8507, 0.3132], [11.2274, 6.7392, 3.3742], [11.1274, 7.4646, 1.7277], [12.6838, 6.9134, 2.3764], [12.8034, 3.9909, -0.2072], [13.3562, 4.6355, -1.3531], [12.7017, 4.3715, -2.5122], [11.7204, 3.6552, -2.6345], [13.3281, 5.0427, -3.5114], [12.7438, 4.8572, -4.7992], [13.4047, 4.2723, 0.6617], [11.7745, 4.3233, -0.0361], [12.8468, 2.9026, -0.3180], [11.7124, 5.2242, -4.8116], [12.7846, 3.8035, -5.0935], [13.3244, 5.4386, -5.5207]], "forces_ev_per_a": [[-0.13, 0.01, 0.82], [0.70, 2.03, -0.49], [0.76, 0.80, -0.35], [-0.37, -0.62, 0.40], [2.05, -3.40, 0.17], [-1.02, 2.47, -0.58], [-0.19, 4.40, -2.55], [-0.36, -2.90, 3.01], [-1.28, 3.41, 0.19], [-1.02, -0.33, -2.43], [1.35, -0.89, -0.39], [-0.68, 1.05, 0.41], [-1.41, 1.12, 0.34], [-2.05, 0.04, -0.74], [-1.34, -1.72, 0.36], [-1.08, 1.38, -2.07], [1.68, -1.19, -1.38], [1.31, -1.90, 1.33], [1.38, 1.35, 1.85], [-0.91, -1.94, 0.97], [-0.55, -1.77, -0.23], [0.33, -0.08, -0.96], [0.12, 0.69, -0.70], [0.02, 0.02, 0.06], [0.48, 0.61, -0.41], [0.98, 0.64, 1.74], [0.72, -2.04, 0.86], [-1.10, 0.84, 2.07], [1.00, -1.90, -1.51], [-0.68, 1.95, -1.28], [-0.16, -2.35, -1.21], [0.48, -0.45, 2.36], [0.58, -0.43, 0.49], [-0.14, 0.77, -1.39], [0.57, -0.31, 0.31], [-1.59, 0.09, 0.65], [0.58, -0.34, 0.29], [0.03, 0.19, -0.33], [-0.11, 0.28, -0.18], [0.02, 0.26, -0.01], [-0.12, -0.20, -0.12], [0.13, 0.16, 0.17], [0.00, -0.26, -0.06], [0.07, -0.20, 0.31], [0.65, 0.42, -0.10], [-0.34, -1.07, 0.78], [0.93, 0.23, 0.13], [-1.74, 0.38, -0.89], [0.70, 0.41, -0.12], [0.11, -0.44, 0.38], [-0.23, -0.28, 0.14], [0.06, -0.22, -0.13], [-0.10, 0.11, 0.24], [0.12, -0.09, -0.22], [0.00, 0.24, 0.15], [0.20, 0.23, -0.14], [-0.36, 0.01, 0.18], [0.15, -0.54, -0.70], [0.06, -0.28, -0.38], [1.11, 1.00, 0.65], [-1.22, 0.08, 0.68], [0.22, -0.34, -0.50], [0.29, -0.08, -0.24], [0.11, -0.23, 0.08], [-0.04, 0.13, -0.22], [-0.02, -0.13, 0.19], [-0.10, 0.20, -0.08], [-0.17, 0.08, 0.29], [-0.43, -0.04, 0.07], [0.48, 0.70, 0.23], [0.06, 0.49, 0.23], [0.74, -1.39, -0.81], [-1.34, -0.26, 0.17], [0.45, 0.51, 0.06], [0.36, 0.13, -0.01], [0.02, 0.17, -0.21], [0.11, -0.04, 0.24], [-0.14, 0.09, -0.19], [-0.05, -0.15, 0.23], [-0.60, -0.07, -0.14], [-0.23, -0.37, -0.08], [0.34, 1.50, 0.77], [-0.81, -0.05, 0.17], [1.51, -0.85, -0.50], [-0.93, -0.09, 0.27], [0.07, 0.45, 0.20], [0.57, 0.73, 0.22], [0.06, 0.14, -0.21], [0.08, -0.08, 0.20], [-0.09, 0.04, -0.25], [-0.05, -0.16, 0.21], [-0.16, -0.31, -0.14], [-0.35, -0.32, 0.37], [-0.25, -0.04, -1.38], [-0.39, -0.36, 0.33], [1.44, 1.07, 0.08], [-0.29, -0.36, 0.71], [-0.18, -0.05, -0.41], [0.00, 0.11, -0.40], [0.67, -0.42, -0.42], [-0.14, 0.17, -0.09], [0.13, -0.23, 0.05], [-0.17, 0.17, 0.13], [0.06, -0.02, 0.37]]}